Entry 1:
Below is C22H49N2OP3STi as an isolated structure in a non-equilibrium geometry, with properties calculated with ωB97M-V/def2-TZVPD.

Geometry as XYZ:
```
79
Properties=species:S:1:pos:R:3:forces:R:3
H -3.33418 -2.04726 -0.32877 -0.3 -0.1 0.1
H 2.39837 -3.10486 -3.02727 -0.2 0.1 -0.1
H -0.74454 0.67683 5.33948 0.0 0.3 -0.1
H 4.56780 0.09041 -0.29791 -0.3 -0.2 -0.2
C 0.84061 3.42069 -0.67725 -1.2 -2.0 0.3
H 1.76487 2.87853 -0.83197 0.7 1.0 0.1
C -0.14211 0.99728 -3.98045 0.0 0.8 -1.8
N -0.22816 0.96687 3.33997 -0.6 -1.2 -1.0
C 0.45597 2.48510 5.20276 0.1 0.2 0.1
C 0.25115 -2.21233 6.23510 0.0 0.1 0.2
C -0.74904 1.76582 -6.59849 0.3 -0.5 0.0
C 0.71140 -1.29955 5.10151 0.0 -0.1 0.5
C 0.16832 0.73803 -6.35359 0.2 0.1 0.2
H -0.94180 2.07131 -7.63613 -0.2 -0.3 0.6
H -3.31494 -0.94418 1.08271 -0.3 -0.1 -0.5
C 1.69491 -2.26297 -3.09358 1.1 -0.1 -0.5
H 3.50091 0.52627 -1.66805 0.2 -0.2 0.1
H -0.88199 3.36958 0.60835 0.9 1.0 -0.2
H 0.56707 0.15919 -7.18100 0.2 0.3 0.1
H 3.71062 -1.19318 -1.21600 0.1 0.3 0.1
H -3.06589 1.40329 1.14414 0.0 0.1 -0.2
S -0.78455 -1.02326 1.48998 0.1 0.2 0.1
H 0.15326 -3.25935 5.89650 0.0 0.5 0.1
P -2.64480 0.22943 -0.91340 -1.6 -0.3 0.6
H 2.37557 -1.01509 2.57011 0.1 -0.1 -0.4
H 0.32296 -0.50475 -2.78149 -0.3 2.7 -0.8
C -3.31840 1.59438 0.09550 0.4 0.3 -0.2
C 3.63902 -0.16867 -0.82740 -0.4 0.1 -0.2
H -0.36519 1.59026 2.53944 0.2 -0.4 0.4
H 0.99686 -2.18912 7.04333 -0.3 -0.1 -0.2
Ti -0.20110 -0.36492 -0.84091 0.2 3.6 3.0
C -1.35660 2.39190 -5.51783 0.5 -0.1 0.0
C 0.22993 3.37672 0.51392 -0.7 -1.3 0.5
H 2.06324 -3.50400 -0.33978 0.0 -0.1 -0.1
H 1.21381 -2.29553 -4.07483 -0.1 -0.2 0.2
C 0.55152 0.40085 -5.05236 -0.7 -0.1 0.8
C 2.59693 -1.35717 1.54702 -0.2 -0.3 -0.2
H 2.26159 1.37736 2.33276 0.2 0.0 -0.3
H 2.32412 -1.35052 -3.06006 -0.4 -0.4 0.1
C 1.00469 -3.61304 -0.56911 -0.2 -0.2 0.0
H -3.00361 0.97633 -3.22680 -0.1 0.0 0.1
H -0.71910 -1.87161 6.63394 0.4 -0.2 -0.1
C -1.01250 2.05823 -4.20021 -0.2 -0.3 0.1
C -3.50943 0.31188 -2.52457 0.5 0.0 0.1
H -4.51890 0.67192 -2.34839 -0.2 -0.1 -0.1
H 0.41862 -3.52058 0.34759 0.0 -0.1 -0.1
H -4.41081 1.56041 -0.01782 0.3 0.1 0.0
C -0.37816 -0.34435 3.06362 -0.1 0.2 0.9
N -0.36548 -1.25626 4.07450 0.6 0.2 -1.5
H -4.62542 -0.79599 -0.13821 0.0 -0.4 0.1
H -1.82311 -3.02172 -1.70711 0.0 -0.1 0.0
O -0.00631 0.49161 -2.66172 1.3 -2.8 -0.1
H -1.52154 -2.03199 -3.14072 0.3 0.0 -0.1
H 2.67291 2.33874 0.88439 0.3 -0.2 0.2
C 2.81765 1.37487 1.38317 -0.5 0.3 -0.1
H -3.53301 -0.68458 -2.96728 -0.1 0.0 0.0
H -2.13216 3.10719 -5.72435 0.0 0.5 0.2
H -2.92249 2.55836 -0.21379 -0.2 0.2 0.1
H -1.44349 2.60509 -3.36138 -0.1 -0.2 -0.2
H -0.63209 -2.19491 3.76017 0.1 0.5 0.2
C -1.09297 -2.79561 -2.48492 0.0 -0.4 0.1
H 0.23486 3.48577 -1.58010 0.2 0.6 0.1
H 0.72240 3.06352 1.46636 -0.1 0.6 -1.0
H -0.88818 -3.69543 -3.05707 -0.3 -0.2 -0.3
P 0.50455 -2.36128 -1.74559 0.3 -1.2 -0.4
H 0.91836 -0.27472 5.44476 0.0 -0.6 -0.1
H 3.66738 -1.61559 1.48546 -0.4 0.2 0.0
H 3.88726 1.21912 1.60238 -0.4 0.0 -0.2
H 0.16258 2.78694 6.21790 0.1 0.0 -0.3
P 2.20619 -0.01438 0.32946 1.5 -0.3 0.7
H 0.51413 3.39757 4.59067 0.0 -0.3 0.2
C -0.58357 1.52246 4.66787 -0.3 0.2 0.3
H 1.62923 -1.71416 4.64555 -0.3 0.3 0.1
H 0.80399 -4.56179 -1.05536 0.2 -0.4 0.1
H -1.55362 2.02989 4.56554 0.2 -0.1 -0.1
H 2.00099 -2.25517 1.34809 0.3 0.3 0.2
H 1.34430 -0.32555 -4.84333 -0.5 0.2 -0.3
C -3.57151 -1.04290 0.01946 0.1 0.0 -0.2
H 1.44982 2.01835 5.25284 -0.2 0.2 0.0
```
Positions in Å, forces in eV/Å.

## Properties
Total charge: +3
⟨S²⟩: 0.7564
Energy relative to the best compared isomer or geometry (same formula, charge and spin): 32.52 kcal per mole
E_LUMO (alpha / beta): -10.0 / -9.7 eV
Max |F|: 4.64 eV/A
Highest occupied orbital energy (alpha / beta): -16.94 / -16.99 eV
2S+1: 2

These are the Löwdin partial charges, in e, on atoms 1 to 4:
1. H 0.04
2. H 0.09
3. H 0.11
4. H 0.07

***

Entry 2:
Below is a 2-piece molecular cluster, C27H48N5O8S overall in a non-equilibrium geometry, with properties calculated with ωB97M-V/def2-TZVPD.

Geometry as XYZ:
```
89
Properties=species:S:1:pos:R:3:forces:R:3
C -2.04655 2.01969 -0.84441 -0.3 0.7 -0.8
H 1.40195 0.75921 -3.68308 0.1 0.0 0.1
H 4.77633 -2.40281 0.93374 -0.1 0.1 0.3
H -2.48245 -1.08683 -0.75012 0.2 0.2 -0.2
H 0.88076 4.02751 2.51798 -0.1 0.0 0.2
H 3.99263 -1.87207 -1.51469 0.1 -0.1 -0.1
H -1.12869 0.39627 0.64828 0.2 -0.4 0.0
C 1.74603 5.29135 1.03535 0.1 -0.1 0.4
H 1.69700 0.81635 0.14569 -0.1 0.1 -0.2
H 5.48504 -5.20690 2.06587 0.2 0.0 -0.1
C -4.31390 -1.09379 2.57579 0.4 0.4 -0.2
H 0.75469 5.70747 0.85463 -0.1 0.0 0.0
C -0.01180 3.73574 -1.04460 0.7 0.9 -0.1
H 1.01743 0.98560 2.67243 0.0 0.0 0.2
O -3.22265 3.17911 4.04566 0.1 -0.2 -0.1
H 3.12883 -5.10390 1.46907 -0.1 0.1 0.0
N 0.71945 0.02189 2.61349 0.0 -0.2 -0.5
H -2.46506 2.41311 -6.12987 0.0 0.0 -0.1
C -0.09674 -0.89823 -2.01005 -0.1 0.2 -0.4
H -2.26520 -1.06843 4.39097 -0.2 0.2 0.1
H -4.61622 -1.05200 1.52790 -0.1 -0.1 -0.1
O -4.70264 2.92422 2.11179 0.2 0.0 -0.1
C -3.00107 -1.84541 2.74762 -0.5 0.6 0.2
C -0.31152 0.91519 0.16530 -0.2 0.6 0.1
H 2.22221 -0.81102 1.54632 0.1 -0.2 -0.4
O 0.22115 2.42664 -1.56894 0.0 -0.4 -0.2
H 0.62877 -1.60448 1.39223 0.0 -0.1 -0.3
C -1.71237 -1.83299 -0.53968 -0.8 -0.5 0.2
H 3.50996 -6.16236 0.12482 -0.1 -0.2 0.1
C -0.73569 0.96676 -3.64307 -0.4 -0.6 0.9
H 3.53142 -0.79744 -0.24392 0.1 0.0 0.0
H 1.17218 5.52230 -1.43635 -0.1 0.2 0.3
O -4.47731 5.10306 3.21360 0.1 -0.2 -0.1
C -3.02932 -3.27004 2.19783 0.6 -0.2 0.7
H -3.68780 2.99760 0.30523 -0.9 0.5 0.4
C -2.41176 -3.13836 -0.16408 0.0 0.6 0.6
H -2.00220 0.09513 -2.21323 0.0 -0.2 0.0
N -1.98939 -3.55880 1.19241 -0.6 -0.6 -0.5
C 3.90334 -5.36132 0.74933 0.7 -0.1 -0.5
H 1.85535 -2.47147 -1.93010 -0.3 -0.1 0.0
H 1.80721 -0.06357 -1.78148 0.0 0.3 0.2
N 0.73161 1.67612 -5.38670 0.1 -0.1 0.3
H 5.72983 -6.30232 0.84007 0.2 0.1 0.0
N 5.05391 -5.89359 1.46584 -0.4 -0.2 0.3
H -1.93730 -4.56977 1.16207 0.3 0.0 0.1
C 1.30713 4.48142 -1.14192 0.4 -0.8 -0.3
O -2.64658 4.16396 1.88497 0.2 0.0 0.1
C 1.88887 -1.99206 -0.95294 0.8 -0.1 -0.5
H 3.07771 -2.93289 1.18062 0.1 0.1 0.3
H -2.21846 -1.25356 2.25907 0.1 -0.2 -0.3
O -2.67789 -1.89931 4.14447 0.3 -0.5 -0.2
H 1.88238 4.00955 -1.94104 0.1 0.1 -0.1
O 2.07310 4.31499 0.04129 -0.1 0.4 -0.2
H -3.48671 -2.94627 -0.13411 -0.1 -0.1 -0.3
C -2.99149 2.63162 -0.42261 0.4 -0.7 0.5
H -2.22028 -3.89891 -0.91626 0.2 -0.1 0.0
C 3.88121 -2.79733 0.45775 0.2 -0.4 -1.0
C 0.52105 1.10934 -4.20219 -0.1 0.1 -0.4
H -2.82238 -3.92157 3.04722 0.0 0.0 0.1
H -0.10503 1.78509 0.78164 -0.1 0.1 0.1
C -0.95493 0.35840 -2.26936 1.0 0.5 0.0
H -0.27335 -0.05979 2.77650 -0.1 0.3 0.1
H -4.03257 -3.54138 1.85647 -0.1 0.2 -0.2
C 1.16054 -0.66909 -1.14924 -0.3 -0.6 -0.4
H 3.54453 -4.26584 -1.04904 0.2 -0.1 -0.3
C -0.75113 1.46756 -1.18712 -0.6 -0.4 0.6
N 0.94903 0.12459 0.12440 0.3 -0.3 0.2
C -1.64247 2.01947 -5.55394 -0.2 0.0 0.3
H -2.83305 1.33670 -3.88773 -0.1 0.0 0.0
H 2.46548 6.11333 0.98748 0.1 0.0 -0.1
H -0.29154 3.72508 0.00886 -0.5 -0.1 0.0
H 5.24632 -4.16767 -0.48546 0.0 -0.2 -0.3
H 2.63548 3.92754 2.38664 0.2 0.1 0.3
H -0.75642 4.25928 -1.63901 -0.3 -0.2 0.1
S -3.77345 3.85923 2.84715 0.1 -0.1 -0.4
H 1.86797 5.34118 3.19631 0.0 0.0 0.1
C 1.15382 -0.65793 1.43926 -0.1 0.3 1.1
C -0.34552 2.12516 -6.01549 -0.1 0.3 -0.7
O -0.84232 -2.03963 -1.63776 0.0 0.3 0.2
H -4.16866 -0.05635 2.87669 -0.2 0.1 0.1
H -5.10515 -1.53182 3.17830 -0.1 -0.1 0.0
C 3.38671 -1.81947 -0.61170 -0.2 0.7 0.8
H -1.19909 -1.52677 0.36919 0.3 0.0 -0.2
H -0.18044 2.61328 -6.96778 0.1 0.0 -0.1
H 1.38916 -2.67955 -0.27635 -0.1 0.1 0.1
C -1.84892 1.42577 -4.32297 0.3 0.2 -0.3
C 1.79012 4.61490 2.39406 -0.2 -0.2 -0.6
C 4.20209 -4.16966 -0.18353 -0.9 0.4 0.8
H 0.33298 -1.15985 -2.97635 0.0 -0.3 0.0
```
Positions in Å, forces in eV/Å.

## Properties
Total charge: -1
Energy relative to the best compared isomer or geometry (same formula, charge and spin): 0.00 kcal per mole
E_LUMO: 1.4 eV
Max |F|: 1.29 eV/A
Highest occupied orbital energy: -2.68 eV

These are the Löwdin partial charges, in e, on atoms 1 to 4:
1. C -0.08
2. H 0.11
3. H 0.11
4. H 0.13

***

Entry 3:
Below is a 3-piece molecular cluster, C10H27BO7P overall, with properties calculated with ωB97M-V/def2-TZVPD.

Geometry as XYZ:
```
46
Properties=species:S:1:pos:R:3:forces:R:3
C 1.23354 -5.02462 -0.76075 0.3 0.1 0.2
C -0.39365 0.42172 -0.03662 0.1 -0.1 0.0
C -1.89181 4.02055 1.95528 -0.1 0.0 0.0
H -0.35410 -4.58400 1.33127 0.0 0.0 0.0
H -0.44335 -0.07248 0.94306 0.1 0.0 -0.1
C 0.28617 -3.77877 0.97550 -0.1 0.0 0.0
H -1.59090 3.36793 1.14093 0.0 0.0 0.0
H -1.60468 3.58070 2.90754 0.0 0.0 0.0
H -0.23341 -2.82757 1.04869 0.0 0.0 0.0
O 1.67940 -5.85769 -0.00695 -0.1 -0.1 0.0
H 1.21669 -3.77272 1.54083 0.0 0.0 0.0
C 0.25737 -0.53694 -1.06843 0.0 0.1 0.1
P -3.37296 -0.48625 -0.03709 -0.1 0.1 0.0
C 2.54813 6.43686 0.61347 0.0 0.0 0.0
B -1.89360 0.78051 -0.40008 -0.1 0.0 0.1
C 2.08278 -6.16410 -2.62216 0.0 0.0 0.0
O 0.73270 4.44506 2.23653 0.0 -0.1 -0.3
C 1.17470 -7.37003 -2.72335 0.0 0.0 0.0
H 2.21441 6.28457 2.74379 0.0 0.0 0.0
H -2.86559 -0.59304 1.41827 0.0 0.1 0.0
H 0.78567 -1.35443 -0.57347 0.0 0.1 -0.1
H -2.96271 4.18656 1.91102 0.0 0.0 0.0
H -1.36612 2.53201 -1.08782 0.0 0.0 0.0
H 2.14141 6.98145 -0.23927 0.0 0.0 0.0
H 2.44643 5.36758 0.43596 0.0 0.0 0.0
H 0.98716 -0.01411 -1.69613 -0.1 0.0 0.0
H 2.95685 -6.37574 -2.00620 0.0 0.0 0.0
H 3.60991 6.67376 0.69979 0.0 0.0 0.0
H -4.30346 0.65097 0.34116 0.1 -0.1 0.0
H 2.41139 -5.83562 -3.60702 0.0 0.0 0.0
H 1.93660 7.90573 2.07560 0.0 0.0 0.0
O -1.30079 5.32800 1.80857 0.0 0.0 -0.2
H 0.24187 1.31410 0.09143 -0.1 -0.1 0.0
C 1.83436 6.83823 1.88547 0.0 0.0 0.0
O 1.39501 -5.02399 -2.08916 -0.1 0.0 0.0
H -0.48855 -0.99607 -1.72136 0.0 0.0 0.1
H 0.29502 -7.13276 -3.32208 0.0 0.0 0.0
O 0.41547 6.63753 1.78733 0.0 -0.1 -0.2
H -4.44465 -1.45076 0.29057 0.1 0.1 0.0
H -3.87406 -0.41156 -1.46222 0.0 0.0 0.1
H 1.70941 -8.19136 -3.20380 0.0 0.0 0.0
C 0.01462 5.36493 1.93761 0.0 0.2 0.7
O 0.55439 -3.94621 -0.42245 -0.1 0.0 -0.2
O -2.17232 2.03268 -0.91392 0.0 0.0 -0.1
H -2.46069 -1.65526 -0.38489 0.0 0.0 0.0
H 0.85594 -7.69536 -1.73440 0.0 0.0 0.0
```
Positions in Å, forces in eV/Å.

## Properties
Total charge: -1
E_LUMO: 2.6 eV
Max |F|: 0.71 eV/A
Highest occupied orbital energy: -2.37 eV

These are the Löwdin partial charges, in e, on atoms 1 to 4:
1. C -0.61
2. C -0.22
3. C 0.00
4. H 0.10

***

Entry 4:
Below is CBr2Cl2S as an isolated structure, with properties calculated with ωB97M-V/def2-TZVPD.

Geometry as XYZ:
```
6
Properties=species:S:1:pos:R:3:forces:R:3
Cl -2.17555 0.09796 0.52647 0.1 0.0 -0.1
S 1.14182 -1.94209 0.31887 -0.3 0.4 -0.3
C -0.57565 0.62350 0.29122 0.4 -0.1 0.4
Cl 1.39431 -1.48420 -1.60123 0.2 -0.4 0.0
Br 0.32924 1.30513 1.79758 -0.2 0.0 -0.1
Br -0.11417 1.39968 -1.33290 -0.3 0.0 0.0
```
Positions in Å, forces in eV/Å.

## Properties
Total charge: 0
Energy relative to the best compared isomer or geometry (same formula, charge and spin): 51.94 kcal per mole
E_LUMO (alpha / beta): -1.3 / -2.3 eV
Max |F|: 0.59 eV/A
Highest occupied orbital energy (alpha / beta): -9.31 / -8.70 eV

These are the Löwdin partial charges, in e, on atoms 1 to 4:
1. Cl 0.55
2. S 0.07
3. C -1.80
4. Cl -0.04